The following is a DFT calculation (the ωB97M-V functional and the def2-TZVPD basis) of an isolated molecule of C27H29N3O5.

Results
structure (SMILES)	O=C(NC1CCCCC1)[C@@H](c1ccco1)N(Cc1cccnc1)C(=O)[C@@H]1COc2ccccc2O1
HOMO-LUMO gap	9.2	eV
relative energy (zero: lowest compared OMol25 entry of this formula, charge and spin)	18.0	kcal per mole
HOMO	-8.6	eV
net charge	0

Each line ends with the Löwdin charge.
Element x y z (Å)
H  -0.010  -5.380  0.525  0.124
O  -1.120  1.694  2.038  0.074
C  -4.070  -0.825  2.387  -0.144
C  3.143  4.413  -1.563  -0.056
H  2.858  3.630  0.416  0.122
C  1.830  -2.563  0.686  -0.182
H  -0.896  5.056  -2.860  0.124
C  -4.003  -3.187  1.553  -0.200
C  -4.609  -1.803  1.347  -0.199
H  3.221  4.875  -3.669  0.102
C  -1.925  -2.145  2.503  -0.129
H  -4.386  -3.877  0.799  0.109
C  0.245  -0.608  -1.046  -0.366
H  0.603  -5.440  2.929  0.105
H  1.265  1.813  0.842  0.137
H  -0.393  3.863  1.241  0.112
C  -2.539  -0.750  2.350  -0.296
C  -1.412  1.017  1.073  -0.411
N  2.237  3.122  -3.345  0.073
C  1.585  -1.328  -1.292  -0.179
C  -2.481  -3.125  1.473  -0.195
H  -5.697  -1.856  1.428  0.109
H  -4.481  0.172  2.217  0.116
H  -2.059  -4.113  1.660  0.098
H  -2.186  -0.097  3.156  0.145
C  0.599  -4.607  0.966  -0.015
H  2.801  -1.804  2.417  0.121
H  -2.150  -2.510  3.507  0.122
H  -4.375  -1.150  3.383  0.118
O  2.295  -1.515  -0.081  -0.010
H  3.676  5.296  -1.245  0.101
C  1.037  -3.575  0.144  -0.200
O  -0.987  3.232  -1.899  0.051
C  -0.823  2.820  -0.619  -0.237
H  -0.839  -2.080  2.406  0.105
C  -0.546  3.889  0.183  -0.014
H  -2.175  -2.829  0.467  0.105
N  -2.095  -0.131  1.117  0.131
H  0.754  -2.549  -2.882  0.143
C  1.507  1.329  -0.110  -0.073
H  2.344  -3.088  -2.255  0.145
N  0.316  0.644  -0.563  0.029
C  2.890  4.183  -2.907  -0.156
C  -0.808  4.561  -1.913  -0.110
O  0.670  -3.590  -1.169  -0.004
H  2.225  -0.700  -1.924  0.162
C  1.361  -2.677  -1.984  -0.102
H  -0.356  6.038  -0.376  0.103
C  0.949  -4.633  2.301  -0.093
H  1.261  1.400  -2.874  0.119
C  2.001  2.363  -1.089  -0.180
C  2.689  3.486  -0.642  -0.024
H  -2.179  -0.683  0.274  0.112
C  2.183  -2.597  2.028  -0.004
C  -0.537  5.023  -0.664  -0.045
C  1.746  -3.632  2.833  -0.094
H  -4.370  -1.446  0.343  0.110
H  2.298  0.600  0.084  0.131
H  -1.661  0.944  -1.091  0.163
H  2.025  -3.653  3.874  0.102
H  -4.298  -3.567  2.535  0.114
C  1.806  2.241  -2.461  -0.108
C  -0.955  1.360  -0.362  -0.087
O  -0.822  -1.147  -1.296  0.076


The following is a DFT calculation (the ωB97M-V functional and the def2-TZVPD basis) of an isolated molecule of C20H21F3N8O3S at a distorted geometry.

Results
structure (SMILES)	CNC(=O)c1ccc(Nc2ncc(C(F)(F)F)c(NCc3nccnc3N(C)S(C)(=O)=O)n2)cc1
HOMO-LUMO gap	8.4	eV
relative energy (zero: lowest compared OMol25 entry of this formula, charge and spin)	0.0	kcal per mole
HOMO	-8.2	eV
net charge	0

Each line ends with the Löwdin charge.
Element x y z (Å)
F  -0.243  4.452  -3.796  0.125
N  -0.669  2.300  -1.754  0.090
C  -3.930  -1.035  -3.136  -0.106
H  -0.971  -4.434  0.342  0.063
F  -1.861  4.998  -2.497  0.127
O  0.081  -2.704  3.339  0.028
C  1.132  5.304  -0.750  -0.072
H  3.016  3.604  2.002  0.150
O  0.798  -2.210  0.264  -0.266
H  -4.621  0.988  -3.487  0.107
H  -1.258  -3.506  1.839  0.051
C  0.712  1.323  2.402  -0.008
N  0.736  2.738  -0.025  0.196
H  1.324  6.338  -1.008  0.124
C  -1.893  0.213  -1.919  -0.164
O  -1.265  -0.930  0.723  -0.279
F  -0.265  6.394  -2.869  0.138
C  1.545  -0.890  2.858  -0.147
H  -1.356  2.577  -2.441  0.119
H  0.200  -3.681  -1.764  0.085
H  2.971  -2.853  2.174  0.123
H  3.696  -1.056  2.903  0.109
S  -0.621  -2.062  0.142  0.643
C  -0.703  -3.258  -2.199  -0.086
C  1.934  -4.618  2.604  -0.066
C  -0.741  0.933  -1.301  -0.117
N  1.811  4.833  0.279  0.119
H  -4.735  -1.559  -3.631  0.105
C  2.846  -0.408  2.740  -0.026
H  -0.840  0.916  -0.209  0.107
H  1.782  -4.930  1.567  0.082
N  -2.973  -1.795  -2.618  0.151
C  1.555  3.562  0.616  -0.378
H  -1.542  -3.951  -2.104  0.084
N  -2.845  0.948  -2.466  0.131
H  -0.514  -0.349  2.925  0.112
C  0.073  3.190  -1.084  -0.251
C  2.009  1.772  2.172  -0.238
C  0.227  4.548  -1.478  -0.045
N  2.182  -3.201  2.693  0.017
C  -0.518  5.100  -2.637  -0.585
H  2.777  -5.167  3.025  0.082
C  0.487  0.012  2.758  -0.019
H  -0.114  2.003  2.277  0.120
N  -0.940  -2.002  -1.519  -0.206
H  -0.535  -3.060  -3.257  0.100
C  -3.869  0.343  -3.057  -0.102
H  1.035  -4.835  3.179  0.085
H  4.091  1.278  2.307  0.111
C  -1.967  -1.197  -1.996  -0.277
N  2.218  3.071  1.690  0.124
C  3.078  0.915  2.415  -0.010
H  0.191  0.400  -1.529  0.141
C  1.191  -2.327  2.992  -0.481
H  -2.481  -3.481  0.536  0.073
C  -1.427  -3.550  0.766  -0.092